Record 1
Entry from the Open Molecules 2025 dataset: a cluster of 6 separate species, C5H23N2O5 in total (ωB97M-V/def2-TZVPD).

The total charge is +1. For the HOMO energy, the calculation gives -13.82 eV. The energy above the lowest of the compared OMol25 structures with the same formula, charge and spin comes out at 22.01 kcal per mole.

Structure (XYZ):
```
35
Properties=species:S:1:pos:R:3:forces:R:3:mulliken_charge:R:1
C -0.0219 -2.7763 1.9451 1.2 -0.8 0.4 -1.2983
C 1.2237 -2.1779 1.2476 -1.1 0.1 2.0 -0.0180
C 1.6887 -0.9319 2.0080 1.2 1.8 -0.9 -0.9933
C 0.9133 0.3790 1.6718 -0.8 -1.1 -0.7 -0.5283
N 0.4382 3.1591 0.9457 -0.2 0.8 -1.3 -0.3801
C 0.9484 2.2981 0.0709 1.2 -1.3 1.5 0.0431
N 1.2849 1.0807 0.4226 0.1 -0.7 0.0 0.0394
H 0.1879 -3.0926 2.9798 0.3 0.0 -0.3 0.3635
H -0.8755 -2.1296 2.0642 -0.3 0.4 -0.6 0.3046
H -0.2338 -3.6766 1.3865 -0.8 -0.2 0.0 0.3828
H 2.0420 -2.9427 1.2410 -0.8 0.7 -0.3 0.3753
H 0.9131 -1.8627 0.2570 0.4 -0.2 -0.4 0.0819
H 1.5909 -0.8114 3.0890 0.3 -1.5 0.1 0.3522
H 2.7463 -0.8547 1.7282 0.1 0.6 0.5 0.3713
H 0.8973 1.0652 2.5142 0.3 0.2 -0.1 0.4704
H -0.0994 -0.0471 1.5452 0.0 0.9 0.0 0.2591
H -0.1305 2.8539 1.7135 0.1 -0.5 0.2 0.2699
H 0.0464 4.0010 0.5424 0.2 0.0 0.0 0.2780
H 1.3165 2.5529 -0.9123 -0.3 0.7 0.0 0.4066
H 1.8745 0.5151 -0.2031 -0.6 0.3 -0.1 0.2519
H -2.6693 2.8331 -0.0228 -0.2 -0.2 0.1 0.2893
H -2.2040 1.4183 0.5457 -0.1 0.4 -0.8 0.3373
O -1.9264 2.2268 0.0497 0.0 0.0 0.2 -0.6008
H 1.3825 -0.5838 -2.4858 0.0 -0.1 -0.3 0.2630
H 2.5649 -1.5777 -2.2232 -0.1 0.1 -0.1 0.2704
O 1.9028 -1.0188 -1.8031 0.0 0.2 0.4 -0.5833
H -1.6895 -2.7474 -2.5894 -0.1 0.0 0.0 0.3444
H -1.2214 -1.2851 -2.6918 -0.3 -0.1 0.1 0.3638
O -1.9976 -1.8396 -2.5005 0.3 0.0 0.3 -0.6557
H -1.0230 0.4255 -3.8466 0.8 -0.4 -0.1 0.3134
H -1.2635 0.9835 -2.5452 0.9 -0.4 0.5 0.2961
O -0.5766 0.4221 -2.9763 -1.5 1.1 -0.5 -0.6313
H -3.0865 -0.6212 1.0165 -0.1 -0.9 -0.6 0.2611
H -2.0022 -0.8621 -0.2252 -0.9 -0.7 0.0 0.2996
O -2.3358 -0.3282 0.5009 0.7 1.2 0.7 -0.5991
```
Positions in Å, forces in eV/Å.

Record 2
Entry from the Open Molecules 2025 dataset: a cluster of 8 separate species, C5H23NO7 in total (ωB97M-V/def2-TZVPD).

For the HOMO energy, the calculation gives -8.06 eV. The energy above the lowest of the compared OMol25 structures with the same formula, charge and spin comes out at 37.14 kcal per mole. Its SMILES is C=C/C=C(/C)N.O.O.O.O.O.O.O.

Structure (XYZ):
```
36
Properties=species:S:1:pos:R:3:forces:R:3:mulliken_charge:R:1
N 3.1414 -1.2995 -0.5264 -0.3 0.5 0.0 -0.4535
C 2.2942 -0.3778 0.0592 0.0 0.3 0.5 0.2475
C 1.3508 0.3488 -0.5816 -0.2 -0.7 0.1 0.4290
C 0.9542 0.0648 -1.9434 0.1 0.0 -0.4 -0.5282
C -0.2626 0.1503 -2.4978 0.5 0.3 0.1 -1.0757
C 2.5083 -0.1829 1.5461 0.0 0.5 -0.5 -1.0869
H 3.4362 -2.0586 0.0554 0.2 -0.2 -0.1 0.2306
H 3.0155 -1.4781 -1.5046 0.1 -0.3 -0.1 0.1768
H 0.7349 1.0235 -0.0022 0.0 0.0 0.1 0.2982
H 1.7393 -0.3087 -2.5975 0.1 0.1 -0.2 0.3522
H -0.3431 -0.0094 -3.5641 -0.3 -0.2 0.0 0.3168
H -1.1311 0.4412 -1.9232 -0.1 0.2 -0.1 0.2824
H 2.9374 0.8091 1.6973 0.0 0.0 0.1 0.3012
H 3.2022 -0.8944 1.9832 -0.1 -0.2 0.0 0.4153
H 1.5411 -0.2038 2.0374 0.0 -0.1 0.3 0.1437
H -1.1985 2.6858 0.5827 0.1 0.2 0.3 0.3139
H 0.2585 3.1504 0.5927 0.0 0.0 -0.1 0.2913
O -0.5142 3.0685 1.1582 -0.2 -0.2 0.1 -0.6178
H 0.9056 -2.9619 -1.7079 -0.1 -0.6 0.0 0.3123
H -0.1617 -2.0061 -1.9736 -0.4 -0.6 0.0 0.3637
O -0.0510 -2.9787 -1.8623 0.6 1.1 0.1 -0.7002
H -0.9390 -1.7851 1.9114 0.8 -0.3 0.0 0.3981
H -0.1221 -2.8171 0.9760 0.1 0.4 0.1 0.3326
O -0.9510 -2.6325 1.4229 -0.6 -0.1 0.0 -0.7351
H -1.0591 0.3641 2.7554 -0.2 0.2 0.2 0.3462
H -1.4765 -0.7638 3.7530 -0.1 0.3 0.0 0.2949
O -0.7737 -0.4567 3.1728 0.3 -0.2 -0.3 -0.7053
H 0.1916 3.5767 -2.3668 -0.4 0.0 0.4 0.3050
H -0.5160 4.3985 -1.2674 0.0 0.1 0.0 0.2992
O -0.4328 3.5091 -1.6239 0.4 0.0 -0.5 -0.6051
H -3.9824 1.8699 0.6382 0.0 0.2 0.2 0.2864
H -2.9183 0.8255 0.6798 0.0 -0.5 0.1 0.3286
O -3.1749 1.6489 1.1143 0.1 0.0 -0.3 -0.6303
H -3.1948 -1.6233 -0.7098 0.0 -0.1 0.0 0.3134
H -2.0772 -1.7674 0.3515 -0.3 -0.3 0.0 0.4042
O -2.9312 -1.3293 0.1650 0.0 0.6 -0.1 -0.6454
```
Positions in Å, forces in eV/Å.

Record 3
Entry from the Open Molecules 2025 dataset: a cluster of 9 separate species, C5H23O11 in total (ωB97M-V/def2-TZVPD).

The total charge is -1. For the HOMO energy, the calculation gives -6.53 eV.

Structure (XYZ):
```
39
Properties=species:S:1:pos:R:3:forces:R:3:mulliken_charge:R:1
O 0.5151 -1.4204 0.2469 0.2 -0.7 -1.7 -0.9806
C 0.2749 -0.3501 0.7823 -0.7 4.1 4.6 0.7952
O 1.0635 0.5420 1.3173 -1.0 -2.3 -2.1 -0.7836
C -1.2529 -0.0279 1.0876 -0.6 3.0 -3.2 -0.6457
C -1.5694 1.3161 1.9081 2.6 -0.2 -2.5 -0.6151
C -3.0385 1.7591 1.9121 0.5 1.3 1.1 -0.5076
C -3.6737 1.6173 0.5550 -1.2 -2.3 1.4 0.0264
O -4.6845 0.9130 0.5086 1.2 1.5 -1.0 -0.5407
H -1.9017 -0.8293 1.3217 -0.2 -1.2 0.8 0.5153
H -1.6694 0.1796 -0.0035 0.8 -0.3 1.8 0.1777
H -1.0668 2.1572 1.2708 -0.4 -1.5 1.3 0.1843
H -0.9209 1.1991 2.8120 -1.3 0.7 -0.2 0.3120
H -3.0431 2.8408 2.2688 -0.1 -1.1 -0.5 0.3118
H -3.7035 1.2066 2.5639 0.0 -0.2 0.3 0.3192
H -3.1201 1.9600 -0.3215 -0.2 0.4 -0.4 0.3975
H 0.3467 -1.7639 3.3173 0.7 3.6 -2.8 0.3156
H -0.2631 -3.1928 3.1913 1.8 2.4 1.8 0.3389
O 0.2195 -2.4982 3.8107 -2.4 -6.0 0.9 -0.6541
H -1.8376 -2.8151 -0.3338 -0.4 -0.2 -0.3 0.2665
H -0.9398 -1.7402 -0.6859 0.9 0.4 0.0 0.5194
O -1.7651 -2.1220 -0.9998 -0.7 -0.7 -0.1 -0.7000
H 0.3775 2.6318 -3.5272 1.6 2.0 0.4 0.2794
H 1.8184 2.8002 -3.1534 1.2 -0.7 0.2 0.4333
O 1.0871 3.3543 -3.3658 -3.5 -0.6 -0.6 -0.6680
H -2.4762 -0.1570 -3.1601 -0.5 0.4 0.3 0.2928
H -1.8548 -1.5590 -2.9209 0.3 2.4 -1.2 0.3254
O -1.7577 -0.6876 -3.4797 0.3 -2.7 1.0 -0.6547
H 2.4939 0.5357 -0.3142 0.0 -1.3 -0.8 0.3129
H 2.2108 -0.5447 -1.3958 -2.0 -1.2 -0.6 0.2373
O 2.8984 -0.0955 -0.9769 1.7 2.3 1.1 -0.6612
H 2.1904 0.6232 -3.5489 -0.4 -0.9 0.1 0.2851
H 3.3940 1.1953 -2.7508 -1.0 -0.2 -0.6 0.3590
O 2.7274 1.3933 -3.4517 1.9 0.5 0.5 -0.6845
H 4.3269 -0.5007 0.2665 -0.7 0.3 -0.2 0.3828
H 3.8168 0.6374 1.2754 0.6 -1.3 -0.5 0.2877
O 4.4594 -0.0989 1.1251 0.3 1.0 1.3 -0.6447
H 1.5792 -2.5105 0.5267 -0.1 -1.0 -0.3 0.4863
H 2.6129 -2.6881 1.4412 1.4 0.3 1.3 0.3105
O 2.1259 -3.2604 0.8807 -0.7 0.0 -0.8 -0.7317
```
Positions in Å, forces in eV/Å.

What did the third record say?
Entry from the Open Molecules 2025 dataset: a cluster of 9 separate species, C5H23O11 in total (ωB97M-V/def2-TZVPD).

The total charge is -1. For the HOMO energy, the calculation gives -6.53 eV.

Structure (XYZ):
```
39
Properties=species:S:1:pos:R:3:forces:R:3:mulliken_charge:R:1
O 0.5151 -1.4204 0.2469 0.2 -0.7 -1.7 -0.9806
C 0.2749 -0.3501 0.7823 -0.7 4.1 4.6 0.7952
O 1.0635 0.5420 1.3173 -1.0 -2.3 -2.1 -0.7836
C -1.2529 -0.0279 1.0876 -0.6 3.0 -3.2 -0.6457
C -1.5694 1.3161 1.9081 2.6 -0.2 -2.5 -0.6151
C -3.0385 1.7591 1.9121 0.5 1.3 1.1 -0.5076
C -3.6737 1.6173 0.5550 -1.2 -2.3 1.4 0.0264
O -4.6845 0.9130 0.5086 1.2 1.5 -1.0 -0.5407
H -1.9017 -0.8293 1.3217 -0.2 -1.2 0.8 0.5153
H -1.6694 0.1796 -0.0035 0.8 -0.3 1.8 0.1777
H -1.0668 2.1572 1.2708 -0.4 -1.5 1.3 0.1843
H -0.9209 1.1991 2.8120 -1.3 0.7 -0.2 0.3120
H -3.0431 2.8408 2.2688 -0.1 -1.1 -0.5 0.3118
H -3.7035 1.2066 2.5639 0.0 -0.2 0.3 0.3192
H -3.1201 1.9600 -0.3215 -0.2 0.4 -0.4 0.3975
H 0.3467 -1.7639 3.3173 0.7 3.6 -2.8 0.3156
H -0.2631 -3.1928 3.1913 1.8 2.4 1.8 0.3389
O 0.2195 -2.4982 3.8107 -2.4 -6.0 0.9 -0.6541
H -1.8376 -2.8151 -0.3338 -0.4 -0.2 -0.3 0.2665
H -0.9398 -1.7402 -0.6859 0.9 0.4 0.0 0.5194
O -1.7651 -2.1220 -0.9998 -0.7 -0.7 -0.1 -0.7000
H 0.3775 2.6318 -3.5272 1.6 2.0 0.4 0.2794
H 1.8184 2.8002 -3.1534 1.2 -0.7 0.2 0.4333
O 1.0871 3.3543 -3.3658 -3.5 -0.6 -0.6 -0.6680
H -2.4762 -0.1570 -3.1601 -0.5 0.4 0.3 0.2928
H -1.8548 -1.5590 -2.9209 0.3 2.4 -1.2 0.3254
O -1.7577 -0.6876 -3.4797 0.3 -2.7 1.0 -0.6547
H 2.4939 0.5357 -0.3142 0.0 -1.3 -0.8 0.3129
H 2.2108 -0.5447 -1.3958 -2.0 -1.2 -0.6 0.2373
O 2.8984 -0.0955 -0.9769 1.7 2.3 1.1 -0.6612
H 2.1904 0.6232 -3.5489 -0.4 -0.9 0.1 0.2851
H 3.3940 1.1953 -2.7508 -1.0 -0.2 -0.6 0.3590
O 2.7274 1.3933 -3.4517 1.9 0.5 0.5 -0.6845
H 4.3269 -0.5007 0.2665 -0.7 0.3 -0.2 0.3828
H 3.8168 0.6374 1.2754 0.6 -1.3 -0.5 0.2877
O 4.4594 -0.0989 1.1251 0.3 1.0 1.3 -0.6447
H 1.5792 -2.5105 0.5267 -0.1 -1.0 -0.3 0.4863
H 2.6129 -2.6881 1.4412 1.4 0.3 1.3 0.3105
O 2.1259 -3.2604 0.8807 -0.7 0.0 -0.8 -0.7317
```
Positions in Å, forces in eV/Å.